Record 1
The following is a DFT calculation (the ωB97M-V functional and the def2-TZVPD basis) of an isolated molecule of C23H26N4O4S2 at a distorted geometry.

The geometry in XYZ format:
```
59
C23H26N4O4S2 the ωB97M-V functional and the def2-TZVPD basis
H -1.843 -3.899 0.012
H -1.616 -2.574 2.578
H 1.327 2.525 -3.216
C 1.478 0.774 1.937
C 0.978 -3.823 0.924
O -3.678 -2.895 -0.968
H 5.456 1.811 -0.102
C -1.497 1.030 -2.283
O 0.902 1.959 2.265
H -3.432 0.215 -2.597
C -1.278 -3.090 0.482
C 4.033 0.298 0.377
H 1.844 0.028 -2.615
S -1.319 3.262 1.607
C -2.961 0.978 -1.971
O -3.222 1.015 1.626
C 4.967 0.916 -0.453
C 5.253 0.381 -1.693
H -1.695 -1.027 0.623
H 2.654 -1.341 0.565
C 0.890 0.515 -2.590
H 0.479 -1.987 -0.079
N -0.354 0.843 0.850
C 0.598 1.806 -2.890
N -2.040 -1.890 0.226
H -1.764 2.776 -0.678
H -1.199 3.068 -2.926
H -1.557 -4.306 2.265
H -4.820 -0.677 -1.103
H 5.978 0.867 -2.328
C 2.833 0.429 2.455
H 2.047 -3.631 0.839
C -2.374 2.748 0.219
C 4.614 -0.772 -2.121
H -4.445 -0.543 0.630
C -2.976 1.375 0.493
C -0.772 2.101 -2.718
C -0.236 1.935 1.548
C 0.395 -3.367 2.258
H 0.809 -4.892 0.790
H 0.746 -2.358 2.482
H 0.666 -4.020 3.086
C -4.009 -0.603 -0.374
H 2.994 0.953 3.401
H -3.415 1.946 -2.217
C 0.151 -3.026 -0.079
H 0.211 -3.416 -1.093
C 3.688 -1.383 -1.296
H -3.172 3.489 0.165
N 0.748 0.110 1.108
C 3.392 -0.856 -0.049
H 4.837 -1.188 -3.092
S -0.497 -0.367 -2.104
O 3.841 0.905 1.594
C -1.113 -3.348 1.999
H 2.909 -0.653 2.611
H 3.181 -2.281 -1.617
N -3.262 0.619 -0.591
C -3.211 -1.914 -0.423
```

Results
- ΔE to the lowest compared entry with this formula, charge and spin: 190.9 kJ/mol
- E_tot: -2208.40854 hartree
- Total charge: 0
- HOMO-LUMO gap: 0.34150 hartree

Record 2
The following is a DFT calculation (the ωB97M-V functional and the def2-TZVPD basis) of an isolated molecule of C23H26N4O6S at a distorted geometry.

The geometry in XYZ format:
```
60
C23H26N4O6S the ωB97M-V functional and the def2-TZVPD basis
O -0.222 1.352 -2.008
C -4.961 3.535 -1.493
C -0.181 2.210 2.016
H -2.445 -1.834 0.398
O -3.787 0.645 0.198
N 0.461 -2.212 -1.062
H 5.171 -4.428 -1.642
C 0.156 0.027 2.933
H -4.110 4.322 -3.172
H 5.525 -1.189 -0.684
H -2.328 3.715 -4.380
C 0.257 1.407 3.070
O -0.809 -3.806 -0.025
S -1.425 0.587 -1.835
H 2.147 -0.253 -0.262
H -0.677 0.234 5.586
C 1.158 1.350 5.294
H 3.628 0.000 -1.176
H -0.616 1.778 6.435
H -0.103 3.280 2.122
C -2.945 2.722 -2.588
C 2.844 -1.999 -1.293
H 0.323 0.405 7.036
H 6.204 -2.405 -1.765
C -0.361 -0.529 1.776
H 1.773 2.056 5.859
C 1.833 -4.209 -1.237
H 0.483 -0.641 3.714
H 2.090 -0.111 -2.017
H 5.265 -1.067 -2.427
O -1.775 -0.305 -2.901
C -2.017 2.898 -3.734
N -4.782 2.504 -0.608
H -0.416 -1.603 1.705
H -2.373 -1.778 -1.374
H -1.027 2.302 0.069
C -0.704 1.656 0.867
H 1.784 0.491 5.022
N -3.993 3.586 -2.487
C 5.344 -1.763 -1.593
N -1.302 -0.296 -0.451
H -5.485 2.410 0.118
H 3.182 -5.854 -1.423
C -0.798 0.273 0.728
C -2.796 1.743 -1.661
C 3.082 -4.780 -1.391
C 1.716 -2.827 -1.195
H 0.952 -4.820 -1.142
C 4.199 -3.975 -1.512
H -1.974 1.970 -4.304
H -1.007 3.076 -3.367
C -3.773 1.539 -0.615
O 0.771 2.070 4.141
H 0.419 -1.252 -1.377
O -5.863 4.326 -1.438
C 4.096 -2.590 -1.465
C 2.671 -0.509 -1.184
C -0.032 0.910 6.142
C -1.791 -1.653 -0.459
C -0.659 -2.695 -0.484
```

Results
- ΔE to the lowest compared entry with this formula, charge and spin: 9.4 kJ/mol
- E_tot: -1960.76612 hartree
- Total charge: 0
- HOMO-LUMO gap: 0.30038 hartree

Record 3
The following is a DFT calculation (the ωB97M-V functional and the def2-TZVPD basis) of a structure of composition C23H26N4PtS3.

The geometry in XYZ format:
```
57
C23H26N4PtS3 the ωB97M-V functional and the def2-TZVPD basis
H -0.623 1.417 -2.183
H 0.505 7.112 -2.357
C -0.678 2.536 3.463
H -2.677 -1.873 0.972
C 1.719 -3.730 3.210
H -2.556 1.862 4.274
C 1.146 1.000 -2.895
C -1.132 -2.702 -0.203
S 1.438 1.283 0.265
C 0.593 5.398 -3.640
N 0.157 1.854 -2.644
C -2.374 0.211 -0.520
N -1.381 -0.293 0.405
C 0.268 -4.971 1.214
C 0.704 -3.661 1.037
H 0.153 -4.689 -1.414
H -3.380 0.277 -0.076
N 2.310 1.465 -3.324
C -1.823 1.751 3.487
H 0.583 3.507 -4.674
N 0.341 -2.942 -0.202
C 1.433 -3.015 2.040
H -2.436 -0.425 -1.408
H 1.180 2.937 2.480
S 0.899 -0.692 -2.685
C 1.295 -5.032 3.375
H 2.284 -3.231 3.988
H -1.096 -1.839 1.761
H 0.222 -6.682 2.498
C 0.264 3.275 -2.571
C 0.118 3.905 -1.340
H -2.908 0.210 2.476
H -2.114 1.223 -0.822
H 1.532 -5.563 4.288
H 0.774 5.977 -4.537
C -2.011 0.821 2.480
Pt 1.179 -0.958 -0.248
C -1.085 0.649 1.457
H 0.078 5.781 -0.317
C -1.605 -1.674 0.810
C 0.705 -3.746 -1.391
C 0.563 -5.663 2.375
H -0.309 -5.468 0.444
C 0.193 5.288 -1.273
H 1.771 -3.952 -1.361
H -0.502 3.271 4.239
H 2.508 2.455 -3.292
C 0.102 1.413 1.448
H 0.468 -3.187 -2.291
S 1.995 -1.358 1.866
C 0.436 6.034 -2.417
H -1.627 -3.652 0.024
H -0.017 3.309 -0.447
C 0.264 2.359 2.466
H 3.075 0.813 -3.370
H -1.412 -2.409 -1.216
C 0.496 4.017 -3.722
```

Results
- ΔE to the lowest compared entry with this formula, charge and spin: 0.0 kJ/mol
- E_tot: -2425.00835 hartree
- Total charge: 0
- HOMO-LUMO gap: 0.26157 hartree

Record 4
The following is a DFT calculation (the ωB97M-V functional and the def2-TZVPD basis) of a structure of composition C23H26NOSSi2Sn at a distorted geometry.

The geometry in XYZ format:
```
55
C23H26NOSSi2Sn the ωB97M-V functional and the def2-TZVPD basis
H 2.819 2.697 1.273
O 1.018 1.020 -1.414
C 3.839 -0.983 0.082
C -1.940 2.545 -1.609
C -5.412 1.772 0.019
C 1.739 -2.180 0.340
C 1.055 -3.393 0.316
C -4.231 -0.337 -0.008
H -7.563 -0.841 -0.007
H -2.690 -1.397 2.477
H -1.036 -1.723 2.002
C 3.803 2.494 0.869
S 5.467 -0.782 -0.469
C -6.621 -0.312 -0.003
C 5.382 0.909 -0.057
H -5.417 2.852 0.032
H 3.534 -5.544 -0.512
N 3.275 0.118 0.529
H -0.680 -1.886 -1.458
C 3.045 -4.611 -0.274
H -2.113 3.581 1.459
H -2.092 -1.393 -2.386
H -7.547 1.612 0.023
H 7.321 1.660 -0.586
Si -2.388 1.564 -0.025
H -2.008 2.105 2.401
C 3.122 -2.232 0.047
H -2.133 -2.873 -1.458
H 1.117 -5.508 0.010
C 6.024 3.174 0.220
H -5.445 -2.105 -0.025
H 6.755 3.961 0.133
C 1.689 -4.591 0.011
H 1.325 1.919 -1.550
C 6.348 1.895 -0.185
H -0.002 -3.411 0.541
C 4.111 1.197 0.469
C -6.611 1.073 0.015
C -5.430 -1.024 -0.012
H -2.725 3.260 -1.829
C 3.765 -3.432 -0.252
Si -2.403 -0.854 0.044
H -1.017 3.104 -1.504
H 4.827 -3.433 -0.454
H 0.440 0.807 -2.151
H -1.857 1.898 -2.476
C -2.077 -1.797 1.677
C 4.764 3.472 0.739
C -4.221 1.071 0.010
C -1.768 -1.851 -1.457
H 4.543 4.481 1.047
Sn 0.980 -0.095 0.910
H -2.321 -2.849 1.578
H -0.633 2.633 1.429
C -1.724 2.568 1.460
```

Results
- E_tot: -2213.34182 hartree
- Total charge: +1
- HOMO-LUMO gap: 0.27037 hartree

Record 5
The following is a DFT calculation (the ωB97M-V functional and the def2-TZVPD basis) of a structure of composition C23H27AuClNO at a distorted geometry.

The geometry in XYZ format:
```
54
C23H27AuClNO the ωB97M-V functional and the def2-TZVPD basis
H -2.435 -0.797 2.336
H -3.581 -2.689 -0.297
H -0.564 3.144 -2.830
C -0.355 -3.263 1.360
H -0.283 -0.289 0.446
Cl -3.058 3.757 2.603
H 0.199 -0.029 -3.452
C -0.873 -0.427 -0.483
C 3.438 1.902 -2.468
C -0.314 2.354 -2.098
H 1.835 2.404 0.473
H 1.880 2.207 3.141
H -1.544 -2.211 -2.428
C -1.164 -2.637 -1.488
H 1.985 -0.435 3.781
N -1.448 1.399 -1.993
C -1.967 2.537 3.122
C 1.867 -0.013 2.786
C 1.638 1.365 2.482
H 2.089 3.414 -1.702
H 4.330 2.459 -2.187
Au -0.421 1.909 1.870
C 1.012 1.723 -2.462
H -2.309 1.802 -2.335
O -2.144 1.467 0.255
H 2.448 -0.950 -4.039
H -3.657 -1.014 0.296
C 2.185 2.432 -2.171
H 4.522 0.276 -3.378
H -3.506 -1.342 -1.456
C 2.013 -0.730 1.585
C 1.847 0.145 0.495
H 2.257 -1.787 1.502
C -3.195 -1.668 -0.453
H 0.130 -3.917 0.632
H 0.658 -3.744 3.303
H -0.069 -2.649 -1.550
C -1.672 -1.757 -0.341
H -2.546 1.631 3.249
C -1.704 -1.602 2.246
C -0.896 -2.121 3.297
C 1.598 1.475 1.003
H 1.974 -0.139 -0.549
H -0.190 2.854 -1.120
H -1.523 -3.669 -1.396
C -1.313 -2.256 1.035
C -0.078 -3.161 2.748
H -0.125 -0.494 -1.279
C 1.108 0.499 -3.144
C 2.376 -0.013 -3.484
C 3.538 0.675 -3.130
C -1.599 0.850 -0.705
H -1.498 2.921 4.035
H -0.896 -1.800 4.334
```

Results
- Spin multiplicity: 3
- E_tot: -1618.29488 hartree
- Total charge: 0
- HOMO-LUMO gap (alpha / beta): 0.28528 / 0.21034 hartree

Record 6
The following is a DFT calculation (the ωB97M-V functional and the def2-TZVPD basis) of a structure of composition C23H27BF5IrN3O3S4Sb.

The geometry in XYZ format:
```
68
C23H27BF5IrN3O3S4Sb the ωB97M-V functional and the def2-TZVPD basis
C -3.522 -4.425 -0.694
H -3.272 2.257 -1.767
C 2.177 3.974 -0.632
H 5.667 5.254 -2.178
H -4.257 -5.080 2.358
H 0.385 1.369 -1.799
C 2.726 1.640 -0.423
S 1.761 -0.170 7.778
H 1.561 4.827 -0.374
H 6.842 2.148 -3.768
B 1.107 0.892 1.003
C -5.021 -1.532 0.427
C -0.605 1.666 -2.135
C 1.923 2.737 -0.085
C -3.895 -2.510 0.834
H -5.021 -1.396 -0.658
H -0.760 1.289 -3.150
S 1.270 0.349 2.824
O 0.947 2.374 0.757
H 4.371 0.884 -1.526
C -3.602 -4.787 3.171
H -3.600 0.789 -0.814
F -0.816 -2.055 -1.291
H 3.453 5.074 -1.948
H -1.446 -4.046 4.292
C -1.233 0.485 -0.142
C 4.060 3.019 -1.865
H -2.673 -2.967 4.956
S -0.741 0.172 3.348
H -3.195 0.660 -2.544
F -1.683 -4.421 -2.183
H 4.097 4.608 -4.111
F -5.435 -4.363 0.580
C 3.253 4.097 -1.522
C 4.664 3.682 -4.207
C -4.249 -3.830 0.244
C -2.568 -1.914 0.345
N -2.907 -3.537 2.902
N -1.608 1.106 -1.246
F -5.033 -2.563 2.945
H -4.834 -0.579 0.919
Sb 0.920 -1.815 6.448
C 6.023 1.946 -3.073
C -1.915 -2.595 -0.737
H -0.655 2.757 -2.145
S -0.278 -3.296 7.709
C -3.717 -2.462 2.394
H 7.008 4.448 -3.004
C -2.325 -3.783 -1.203
C 5.216 3.226 -2.848
C 6.174 4.298 -2.311
Ir -1.831 -0.554 1.430
H 6.578 3.997 -1.343
H -4.209 -4.730 4.084
H 6.454 1.578 -2.140
N -0.192 0.225 0.495
H 3.997 2.922 -4.620
F -3.890 -5.578 -1.278
H -2.857 -5.572 3.308
H 5.480 3.850 -4.917
C -2.079 -3.189 4.062
H -1.443 -2.338 3.849
C -3.000 1.209 -1.617
H 5.407 1.154 -3.500
O -3.244 -1.245 2.697
H -5.989 -1.920 0.738
C 3.782 1.762 -1.300
O 2.299 0.528 0.199
```

Results
- ΔE to the lowest compared entry with this formula, charge and spin: 0.3 kJ/mol
- E_tot: -3744.32079 hartree
- Total charge: -2
- HOMO-LUMO gap (alpha / beta): 0.18282 / 0.18207 hartree

Record 7
The following is a DFT calculation (the ωB97M-V functional and the def2-TZVPD basis) of a structure of composition C23H27BN2O14P2Ti.

The geometry in XYZ format:
```
70
C23H27BN2O14P2Ti the ωB97M-V functional and the def2-TZVPD basis
O 1.545 -3.568 -3.482
O 0.376 -1.478 -0.484
H -2.309 2.923 2.708
O -1.409 -3.254 2.887
H 1.656 -1.354 4.299
O -3.675 -1.477 -0.188
H 1.336 3.571 -0.790
B -2.320 1.421 -1.102
N 1.683 -3.120 -2.356
H 1.022 1.578 -2.885
C 0.819 -3.635 -1.306
H -2.147 1.177 3.055
H -1.153 -5.184 1.576
P 2.162 -0.792 2.021
H -4.806 0.430 1.244
C -1.170 4.385 -2.637
O -1.260 -1.349 1.754
H 2.237 -3.208 2.123
H -0.078 3.661 1.741
C -3.373 5.324 -3.042
O -3.228 1.717 1.356
H -3.428 -0.181 2.181
C -3.717 0.405 1.305
O -3.538 2.020 -1.430
O -2.193 0.153 -0.603
C -0.616 -4.744 0.748
C 3.484 0.326 1.393
O 0.174 -7.653 -1.132
C -2.125 1.936 2.269
O -1.241 2.167 -1.554
C -0.102 -5.549 -0.262
C 2.279 -0.594 3.826
H 3.883 -2.530 2.193
O -0.442 3.146 1.007
C -1.085 -2.624 1.893
H 1.543 -0.097 -2.636
C -0.464 -3.376 0.730
O 2.546 -2.313 -2.050
C -4.001 4.209 -2.482
H 4.235 0.999 -0.551
H 3.305 -0.681 4.191
C 2.900 -2.438 1.726
P 1.797 1.215 -0.636
C -1.988 5.410 -3.118
O 0.212 1.328 2.332
H -1.532 6.289 -3.554
H 3.056 3.229 -1.191
C -3.185 3.209 -2.015
C 1.790 0.944 -2.441
H 1.866 0.384 4.075
H 2.479 3.237 0.498
C 3.393 0.436 -0.137
C 0.246 -2.742 -0.340
O -0.942 -7.455 0.695
C -0.792 1.871 1.567
C -3.239 -0.417 0.116
H 2.760 1.174 -2.887
H 3.317 1.301 1.860
H 1.040 -5.612 -2.080
H 3.408 -0.558 -0.592
N -0.296 -6.985 -0.224
Ti -0.047 0.025 0.897
C 2.219 2.988 -0.532
H -5.078 4.131 -2.411
H -3.978 6.137 -3.421
C -1.801 3.295 -2.091
H 2.991 -2.597 0.650
H 4.468 -0.031 1.712
C 0.620 -4.994 -1.301
H -0.091 4.443 -2.682
```

Results
- Spin multiplicity: 2
- E_tot: -3612.75014 hartree
- Total charge: -1
- HOMO-LUMO gap (alpha / beta): 0.23992 / 0.25111 hartree

Record 8
The following is a DFT calculation (the ωB97M-V functional and the def2-TZVPD basis) of a structure of composition C23H27BrClINO3Si2Ti at a distorted geometry.

The geometry in XYZ format:
```
60
C23H27BrClINO3Si2Ti the ωB97M-V functional and the def2-TZVPD basis
C 1.431 -1.759 1.453
C 4.928 0.352 0.100
H 1.353 0.363 -1.997
I -2.303 -1.069 3.815
C -0.262 -3.963 -1.593
C -1.442 3.034 -3.329
H 5.939 -1.480 0.551
H -3.532 4.071 -0.927
C 3.745 1.064 0.217
H -0.912 3.959 -3.116
O 0.210 0.221 2.169
O -0.855 -1.080 0.773
C -0.686 2.048 -0.327
H -3.005 0.288 -2.302
C 0.754 -3.796 2.112
H -2.186 4.966 -0.250
H 3.942 -2.553 1.496
C 0.980 -2.484 0.209
Cl 1.323 -5.369 2.673
C 0.914 1.078 -2.710
H -1.050 -4.013 3.438
C 2.610 0.441 0.719
H -2.181 3.453 3.068
N 0.825 -1.914 -0.970
H -1.262 2.789 -4.373
H 0.888 0.587 -3.679
H -1.349 1.917 2.912
C -1.946 0.055 -2.315
H -0.778 -4.507 -2.367
C 0.520 -3.732 0.614
C -0.118 -4.519 -0.319
H -2.841 0.212 0.762
H 1.737 1.102 0.880
H -1.755 -0.483 -3.240
H -0.558 3.404 2.416
C 0.026 -1.099 1.905
H 0.099 -2.273 -2.867
C -3.414 1.139 0.668
Br 6.433 1.153 -0.720
H 3.714 2.105 -0.076
O 1.762 -2.812 2.336
H -2.503 3.234 -3.217
C 3.875 -1.552 1.103
C 5.003 -0.945 0.590
C -0.685 -2.001 2.878
Si -0.861 1.632 -2.180
H -0.493 -5.502 -0.079
H -4.106 1.184 1.504
H 1.594 1.921 -2.811
C -0.468 -3.311 2.868
H 0.117 2.790 -0.178
C 2.643 -0.892 1.147
C 0.213 -2.692 -1.877
Si -2.216 2.628 0.674
C -1.513 2.881 2.433
H -3.628 4.699 0.702
Ti 0.047 0.336 0.373
H -4.009 1.078 -0.238
H -1.747 -0.624 -1.476
C -2.961 4.240 -0.020
```

Results
- ΔE to the lowest compared entry with this formula, charge and spin: 303.4 kJ/mol
- E_tot: -5933.25497 hartree
- Total charge: +1
- HOMO-LUMO gap: 0.29167 hartree